This record from OMol25 describes C11H11N3O5Pd as an isolated structure in a non-equilibrium geometry. The level of theory is ωB97M-V/def2-TZVPD.

Positions of all 31 atoms, in Å:
1 Pd -0.25 -0.52 -0.79
2 O 0.02 2.68 -0.89
3 C -0.05 1.63 -0.40
4 C 0.05 -2.30 -1.73
5 O 0.17 -3.22 -2.37
6 C 1.68 -0.17 -1.28
7 O 2.78 0.10 -1.34
8 C -1.70 0.04 -2.00
9 O -2.53 0.47 -2.65
10 C 0.63 1.39 -5.33
11 H -0.25 2.04 -5.48
12 H 1.61 1.89 -5.25
13 C 0.53 0.05 -5.28
14 H 1.40 -0.59 -5.14
15 H -0.45 -0.44 -5.33
16 C 1.51 1.32 3.91
17 N 0.47 0.45 3.38
18 C -0.26 -0.47 4.07
19 C -1.19 -1.29 3.43
20 C -1.37 -1.13 2.02
21 N -0.71 -0.16 1.43
22 C 0.21 0.56 2.04
23 O 0.88 1.38 1.32
24 N -2.12 -1.80 1.11
25 H 2.46 1.11 3.41
26 H 1.70 1.22 4.97
27 H 1.31 2.38 3.74
28 H -0.05 -0.61 5.14
29 H -1.76 -2.05 3.98
30 H -2.67 -2.63 1.10
31 H -2.04 -1.35 0.21

E_HOMO (spin up / spin down) ... -15.22 / -15.22 eV
<S²> ... 2.015
Largest force on an atom ... 0.092 hartree/bohr
Charge ... +2
HOMO-LUMO gap (spin up / spin down) ... 7.55 / 3.57 eV
Multiplicity ... 3

This record from OMol25 describes C11H11N3OS in the gas phase. The level of theory is ωB97M-V/def2-TZVPD.

Positions of all 27 atoms, in Å:
1 C 4.75 1.30 0.16
2 C 3.73 0.28 -0.17
3 N 2.71 -0.07 0.58
4 C 2.08 -1.02 -0.16
5 S 0.65 -1.84 0.39
6 C 0.02 -0.56 1.54
7 C -0.70 0.49 0.71
8 O -0.17 1.55 0.45
9 C -2.05 0.15 0.21
10 C -2.61 -1.13 0.29
11 C -3.88 -1.36 -0.19
12 C -4.62 -0.33 -0.74
13 C -4.08 0.94 -0.82
14 C -2.81 1.18 -0.35
15 N 2.66 -1.27 -1.31
16 N 3.71 -0.44 -1.31
17 H 4.79 2.05 -0.62
18 H 4.48 1.77 1.10
19 H 5.73 0.83 0.26
20 H -0.63 -1.05 2.25
21 H 0.89 -0.11 2.02
22 H -2.04 -1.96 0.69
23 H -4.30 -2.36 -0.14
24 H -5.62 -0.52 -1.11
25 H -4.66 1.75 -1.25
26 H -2.37 2.16 -0.40
27 H 4.34 -0.42 -2.10

Structure (SMILES) ... Cc1nc(SCC(=O)c2ccccc2)n[nH]1
E_HOMO ... -8.40 eV
Largest force on an atom ... 0.015 hartree/bohr
HOMO-LUMO gap ... 8.72 eV
Multiplicity ... 1

Energy readings, ordered: -29751.8145 -28938.5445 eV
Relative energy (zero: lowest compared OMol25 entry of this formula, charge and spin) readings, ordered: 0.0 0.1 kJ/mol
Molar mass readings, ordered: 371.6 233.3 g/mol